{
  "formula": "C59H47FNO3P2RuSi",
  "method": "ωB97M-V with the def2-TZVPD basis set",
  "homo_ev": [-4.84, -6.78],
  "max_force_ev_per_a": 2.12,
  "multiplicity": 2,
  "total_energy_ev": -101334.5687,
  "s2": 0.8072,
  "mol_weight_g_mol": 1028.13,
  "total_charge": 0,
  "elements": ["Ru", "C", "Si", "C", "C", "C", "C", "C", "C", "P", "C", "C", "C", "C", "C", "C", "C", "C", "C", "C", "C", "C", "C", "C", "C", "C", "C", "C", "P", "C", "C", "C", "C", "C", "C", "C", "C", "C", "C", "C", "C", "H", "H", "H", "H", "H", "H", "H", "H", "H", "H", "H", "H", "H", "H", "H", "H", "H", "H", "H", "H", "H", "H", "H", "H", "H", "H", "H", "H", "H", "H", "H", "C", "C", "C", "C", "C", "C", "C", "F", "C", "C", "C", "O", "C", "C", "N", "C", "C", "O", "O", "H", "H", "H", "H", "H", "H", "H", "H", "H", "H", "H", "C", "C", "C", "C", "C", "C", "C", "C", "H", "H", "H", "H", "H"],
  "positions_angstrom": [[0.43597, -0.65608, -0.49846], [5.00807, -2.09988, -1.46656], [3.67777, -0.90638, -0.78056], [3.92117, -0.83478, 1.12154], [5.22567, -0.61868, 1.57094], [5.56317, -0.61448, 2.90884], [4.57967, -0.83858, 3.86834], [3.27747, -1.02978, 3.46514], [2.92607, -1.02368, 2.11284], [1.15087, -1.11168, 1.74814], [0.56467, -2.81638, 1.97124], [1.33947, -3.91678, 2.30924], [0.77287, -5.18048, 2.28354], [-0.54903, -5.35158, 1.91384], [-1.33663, -4.25208, 1.60004], [-0.78153, -2.99028, 1.63774], [0.33517, -0.26478, 3.13874], [-0.20013, -0.93748, 4.23464], [-0.83153, -0.22238, 5.23694], [-0.94253, 1.15632, 5.15384], [-0.41113, 1.82882, 4.06344], [0.22447, 1.12032, 3.06234], [3.84587, 0.68532, -1.82096], [5.07237, 0.92002, -2.45386], [5.30627, 2.04322, -3.21906], [4.29367, 2.97282, -3.41726], [3.06417, 2.75562, -2.83156], [2.84017, 1.65022, -2.01696], [1.22987, 1.53002, -1.16016], [-0.01853, 2.27562, -2.25636], [-0.88403, 1.35102, -2.85066], [-1.91133, 1.76062, -3.67616], [-2.08293, 3.10942, -3.94036], [-1.21633, 4.03462, -3.37826], [-0.19213, 3.63122, -2.54186], [1.59347, 2.73722, 0.16064], [2.75107, 2.48962, 0.90264], [3.10797, 3.31022, 1.95254], [2.30357, 4.38422, 2.29584], [1.14347, 4.62722, 1.58034], [0.78497, 3.81122, 0.51864], [6.01497, -1.77458, -1.22876], [4.92537, -2.17628, -2.54676], [4.88137, -3.09518, -1.05446], [6.00027, -0.44848, 0.83664], [6.58497, -0.44098, 3.21094], [4.83127, -0.84728, 4.91714], [2.50697, -1.18808, 4.20724], [2.37587, -3.77968, 2.58154], [1.38037, -6.04108, 2.52294], [-0.96543, -6.34668, 1.85434], [-2.36333, -4.37548, 1.28944], [-1.38413, -2.11708, 1.40374], [-0.12633, -2.01498, 4.30054], [-1.24193, -0.74778, 6.08754], [-1.45343, 1.70512, 5.93114], [-0.49583, 2.90312, 3.98734], [0.62947, 1.62502, 2.19774], [5.86607, 0.19682, -2.34666], [6.27317, 2.19732, -3.67626], [4.46437, 3.85672, -4.01326], [2.26697, 3.46022, -3.00586], [-0.72863, 0.28702, -2.65526], [-2.57703, 1.03022, -4.10976], [-2.87843, 3.44112, -4.58996], [-1.33543, 5.08552, -3.59706], [0.45487, 4.38012, -2.10826], [3.36737, 1.63482, 0.66044], [4.01527, 3.10142, 2.50204], [2.58047, 5.02552, 3.11884], [0.50387, 5.45462, 1.84844], [-0.12873, 4.00942, -0.01766], [-7.07633, -0.43868, -2.31106], [-6.58413, 0.74842, -1.49236], [-6.89903, 2.06772, -2.20276], [-6.65183, 3.21052, -1.23116], [-5.28823, 3.07302, -0.61696], [-4.71603, 4.19352, -0.01256], [-3.45273, 4.10502, 0.52994], [-2.92003, 5.19862, 1.13184], [-2.71513, 2.94572, 0.46324], [-3.26333, 1.81502, -0.15886], [-2.46313, 0.61422, -0.24486], [-1.28473, 0.62232, 0.25554], [-3.10843, -0.50158, -0.85796], [-4.40353, -0.41008, -1.28286], [-5.15023, 0.72372, -1.20586], [-4.58263, 1.86812, -0.66796], [-2.43303, -1.85688, -1.04196], [-3.13913, -2.85558, -1.00546], [-1.18363, -1.84898, -1.27636], [-8.13383, -0.29698, -2.52556], [-6.97433, -1.37488, -1.76866], [-6.54313, -0.51028, -3.25546], [-7.11133, 0.74782, -0.52466], [-7.93393, 2.07672, -2.54406], [-6.24503, 2.16562, -3.07216], [-7.41323, 3.19602, -0.44266], [-6.72373, 4.17792, -1.73446], [-5.27213, 5.11442, 0.04234], [-1.73193, 2.86672, 0.88934], [-4.86493, -1.28798, -1.70136], [2.07957, -1.90438, -0.99436], [1.90957, -3.14358, -1.03256], [1.95847, -4.53518, -0.96576], [2.89347, -5.10528, -0.08016], [2.99827, -6.47278, 0.03494], [2.18617, -7.30438, -0.72646], [1.26617, -6.75028, -1.60596], [1.14637, -5.38238, -1.73236], [3.53307, -4.45098, 0.49594], [3.72107, -6.89608, 0.71854], [2.27977, -8.37768, -0.64456], [0.63757, -7.39538, -2.20086], [0.42687, -4.94968, -2.41206]],
  "forces_ev_per_angstrom": [[0.467, 0.732, 1.525], [-0.087, 0.734, 0.442], [-0.809, -1.703, -0.667], [-0.434, 0.301, 0.071], [-0.087, -0.058, -0.335], [-0.197, -0.055, 0.446], [0.511, 0.101, -0.196], [-0.167, -0.182, -0.250], [0.444, 0.057, 0.075], [-0.395, 0.564, -1.963], [-0.002, 0.074, -0.165], [-0.125, 0.382, 0.070], [-0.001, -0.182, 0.131], [0.005, -0.041, -0.009], [-0.030, -0.026, -0.022], [0.042, 0.116, 0.087], [0.076, 0.127, -0.142], [0.121, 0.016, -0.170], [-0.064, -0.016, 0.162], [-0.017, 0.023, -0.032], [-0.010, 0.064, 0.085], [0.025, -0.126, -0.101], [-0.348, 0.175, 0.406], [-0.019, -0.274, 0.227], [-0.050, 0.313, -0.207], [0.208, -0.171, 0.048], [0.018, -0.030, 0.002], [-0.117, -0.198, -0.326], [0.306, -1.667, 1.269], [-0.118, -0.161, -0.169], [0.431, -0.190, 0.220], [-0.114, 0.091, -0.105], [0.063, 0.000, 0.052], [-0.103, 0.167, -0.113], [0.039, -0.220, 0.145], [-0.135, 0.125, 0.026], [-0.087, 0.036, -0.171], [0.102, -0.113, 0.024], [-0.075, 0.110, 0.027], [-0.026, 0.089, 0.149], [0.120, -0.225, -0.049], [0.361, 0.002, 0.002], [-0.097, 0.055, -0.180], [-0.152, -0.128, 0.157], [0.175, 0.011, -0.069], [0.111, 0.021, 0.019], [0.036, 0.003, 0.134], [-0.021, 0.044, 0.073], [0.131, -0.029, -0.014], [0.027, -0.060, 0.019], [-0.029, -0.076, 0.023], [-0.072, 0.000, -0.019], [0.015, -0.120, -0.045], [-0.020, -0.029, -0.004], [-0.048, -0.028, 0.055], [-0.025, 0.044, 0.087], [-0.013, 0.101, 0.003], [-0.040, 0.107, -0.029], [0.117, -0.075, 0.031], [0.081, -0.031, -0.021], [0.016, 0.051, -0.097], [-0.050, 0.107, -0.002], [-0.199, 0.219, -0.074], [-0.055, -0.111, -0.069], [-0.101, 0.039, -0.062], [-0.040, 0.103, -0.009], [0.069, 0.004, 0.031], [0.059, 0.052, 0.011], [0.031, -0.003, 0.074], [0.003, 0.075, 0.080], [-0.067, 0.107, 0.042], [-0.077, 0.045, -0.044], [0.171, 0.083, 0.278], [-0.699, 0.048, -0.396], [-0.031, 0.038, 0.327], [-0.105, -0.065, -0.135], [0.001, 0.944, 0.314], [-0.303, -0.776, -0.306], [0.598, -0.216, 0.176], [-0.121, -0.233, -0.132], [-0.414, 0.124, -0.145], [-0.590, 0.788, 0.173], [1.545, -0.374, 0.742], [-1.839, -0.117, -0.922], [0.288, -0.329, -0.093], [-0.013, 0.738, 0.277], [0.481, -0.599, -0.080], [0.785, -0.008, 0.277], [-0.226, 0.136, -0.137], [-0.323, -0.114, 0.083], [0.750, -0.050, -0.334], [-0.014, 0.037, 0.016], [0.008, -0.113, -0.030], [0.073, -0.041, -0.129], [0.088, -0.010, -0.139], [0.011, -0.078, -0.022], [-0.025, -0.045, -0.075], [0.011, 0.016, -0.082], [-0.033, -0.055, 0.051], [-0.040, 0.196, -0.026], [0.194, 0.015, 0.084], [-0.080, -0.087, 0.035], [0.267, 1.640, -0.094], [-0.112, -0.058, -0.132], [0.209, -0.243, 0.082], [-0.031, -0.142, -0.099], [0.077, -0.106, -0.016], [0.029, -0.101, 0.045], [-0.002, -0.072, -0.009], [0.002, 0.107, -0.078], [0.009, 0.025, 0.046], [0.067, -0.062, 0.036], [-0.014, -0.071, 0.026], [-0.080, -0.074, -0.061], [-0.061, 0.046, 0.000]],
  "lowdin_spin": [0.351, 0.003, 0.026, 0.001, 0.001, 0.000, 0.000, 0.000, 0.001, -0.009, 0.001, 0.000, 0.001, 0.000, 0.001, 0.001, -0.003, -0.001, 0.000, 0.000, 0.000, -0.001, 0.006, 0.003, 0.001, 0.002, 0.000, 0.001, -0.001, 0.002, 0.000, 0.000, 0.000, 0.000, 0.000, -0.001, 0.001, 0.000, 0.001, 0.000, 0.001, 0.000, 0.000, 0.001, 0.000, 0.000, 0.000, 0.000, 0.000, 0.000, 0.000, 0.000, 0.000, 0.000, 0.000, 0.000, 0.000, 0.000, 0.000, 0.000, 0.000, 0.000, 0.001, 0.000, 0.000, 0.000, 0.000, 0.000, 0.000, 0.000, 0.000, 0.000, 0.000, 0.000, 0.000, 0.000, 0.000, 0.000, 0.000, 0.000, 0.000, 0.001, 0.004, 0.021, 0.000, 0.003, 0.003, 0.001, 0.002, 0.002, 0.005, 0.000, 0.000, 0.000, 0.000, 0.000, 0.000, 0.000, 0.000, 0.000, 0.000, 0.000, 0.033, 0.286, 0.044, 0.065, -0.002, 0.069, -0.003, 0.065, 0.003, -0.002, 0.005, -0.002, 0.004]
}


{
  "formula": "C6H17NO",
  "method": "ωB97M-V with the def2-TZVPD basis set",
  "homo_ev": -8.95,
  "max_force_ev_per_a": 0.80,
  "multiplicity": 1,
  "total_energy_ev": -10034.7141,
  "smiles": "CCN(C)C.CCO",
  "mol_weight_g_mol": 119.21,
  "total_charge": 0,
  "elements": ["N", "C", "C", "C", "C", "H", "H", "H", "H", "H", "H", "H", "H", "H", "H", "H", "O", "C", "C", "H", "H", "H", "H", "H", "H"],
  "positions_angstrom": [[-0.62732, -0.69130, -1.02756], [-2.06544, -0.67213, -0.79934], [-0.25684, -1.95536, -1.65239], [1.25674, 0.61436, -2.00631], [-0.25088, 0.44594, -1.86667], [-2.63653, -0.75812, -1.73906], [-2.34302, -1.51232, -0.14083], [-2.34578, 0.27183, -0.30240], [-0.71556, -2.06951, -2.64897], [0.83888, -2.02251, -1.75968], [-0.59897, -2.78458, -1.01055], [1.72362, 0.63552, -1.00721], [1.47398, 1.56787, -2.51642], [1.70811, -0.20677, -2.58824], [-0.66837, 1.35111, -1.38520], [-0.71183, 0.35487, -2.86901], [1.25631, -0.58188, 2.27649], [0.66053, 1.74554, 2.76906], [0.66762, 0.29998, 3.23378], [0.72544, -0.52358, 1.45479], [1.68778, 2.07650, 2.54138], [0.24689, 2.39829, 3.55610], [0.04545, 1.85703, 1.86029], [1.28809, 0.18939, 4.14385], [-0.35891, -0.03017, 3.48412]],
  "forces_ev_per_angstrom": [[-0.064, 0.000, -0.108], [-0.054, 0.038, 0.461], [0.335, -0.187, 0.306], [0.167, 0.025, 0.034], [0.000, 0.282, 0.249], [-0.006, 0.004, 0.052], [0.053, 0.334, -0.252], [0.049, -0.364, -0.183], [0.006, -0.019, 0.020], [-0.495, -0.046, 0.067], [0.196, 0.282, -0.287], [-0.106, -0.004, -0.376], [-0.012, -0.406, 0.160], [-0.123, 0.398, 0.206], [0.140, -0.356, -0.271], [-0.011, 0.054, 0.105], [-0.587, 0.281, -0.471], [0.095, 0.211, -0.028], [0.172, -0.304, 0.284], [0.358, -0.113, 0.458], [-0.402, -0.104, 0.061], [0.114, -0.189, -0.311], [0.188, 0.009, 0.286], [-0.347, 0.074, -0.403], [0.333, 0.102, -0.061]],
  "nbo_charge": [-0.447, -0.414, -0.424, -0.620, -0.220, 0.165, 0.202, 0.199, 0.164, 0.206, 0.205, 0.216, 0.216, 0.205, 0.193, 0.160, -0.730, -0.636, -0.061, 0.474, 0.213, 0.211, 0.199, 0.174, 0.153]
}